{"formula": "C19H20N2O4PdS", "method": "ωB97M-V with the def2-TZVPD basis set", "species": ["Pd", "C", "O", "C", "C", "C", "C", "C", "C", "N", "N", "C", "O", "C", "C", "C", "C", "C", "C", "C", "O", "H", "H", "H", "H", "H", "H", "H", "H", "H", "H", "H", "H", "O", "S", "C", "C", "C", "C", "H", "H", "H", "H", "H", "H", "H", "H"], "coordinates": [[-0.162507, 0.886881, 0.304262], [2.658517, 3.096930, -2.532858], [2.505477, 1.937839, -3.347463], [1.220825, 1.519674, -3.580946], [0.838237, 1.326358, -4.888337], [-0.435545, 0.845133, -5.195906], [-1.304767, 0.572641, -4.169559], [-0.946368, 0.746516, -2.819688], [-1.953908, 0.347214, -1.853882], [-1.804221, 0.360491, -0.584818], [-2.782211, -0.123332, 0.255552], [-2.361803, -0.136430, 1.489234], [-1.197169, 0.269174, 1.889554], [-3.290311, -0.655808, 2.528736], [-4.515790, -1.221450, 2.188494], [-5.358854, -1.696587, 3.179376], [-4.986866, -1.610024, 4.514581], [-3.766072, -1.046040, 4.856778], [-2.918632, -0.571392, 3.867417], [0.353890, 1.222019, -2.499419], [0.837181, 1.412094, -1.290576], [3.623464, 3.526783, -2.795283], [2.632756, 2.848191, -1.473739], [1.871884, 3.824829, -2.746812], [1.556375, 1.559253, -5.664106], [-0.730276, 0.696094, -6.225163], [-2.299425, 0.202405, -4.388584], [-2.899835, -0.032418, -2.231239], [-4.794556, -1.280318, 1.145760], [-6.310834, -2.136564, 2.911302], [-5.647910, -1.981415, 5.287299], [-3.473551, -0.974720, 5.896469], [-1.963975, -0.130549, 4.117960], [1.675005, 0.905036, 1.438711], [2.903898, 0.590873, 0.588117], [4.128633, -0.059390, 1.753078], [3.922375, -1.566120, 1.837088], [3.656852, -2.004116, 0.396088], [2.576951, -1.056792, -0.118421], [4.021865, 0.489941, 2.686547], [5.097154, 0.183167, 1.309551], [3.055902, -1.790823, 2.461933], [4.791492, -2.059298, 2.272304], [3.318044, -3.038221, 0.332991], [4.567346, -1.918329, -0.201470], [1.600955, -1.315890, 0.297656], [2.490308, -0.963511, -1.198566]], "forces_ev_per_angstrom": [[0.220, -0.599, 0.606], [0.039, 0.115, -0.001], [0.007, -0.075, 0.044], [0.049, -0.007, -0.133], [0.001, 0.020, 0.078], [-0.018, 0.002, 0.035], [-0.042, -0.012, -0.082], [-0.009, 0.000, 0.032], [0.098, 0.017, -0.134], [0.586, 0.395, 0.220], [-0.270, -0.068, -0.146], [-0.089, 0.012, 0.148], [-0.138, 0.038, -0.260], [0.084, 0.024, 0.079], [-0.012, 0.010, -0.026], [-0.016, -0.009, 0.003], [0.020, 0.008, 0.012], [-0.012, -0.005, -0.007], [-0.012, -0.016, -0.012], [-0.073, 0.068, 0.129], [-0.238, -0.215, -0.263], [0.005, 0.004, -0.011], [0.016, 0.026, -0.040], [0.006, -0.001, -0.003], [0.000, -0.001, -0.003], [-0.008, 0.001, 0.003], [0.006, 0.000, -0.004], [-0.003, -0.005, 0.023], [-0.001, -0.003, 0.003], [0.003, 0.002, -0.008], [-0.004, 0.000, -0.004], [0.000, -0.001, -0.001], [0.002, 0.004, -0.004], [-0.214, 0.200, -0.074], [-0.038, 0.110, -0.172], [0.014, -0.044, -0.008], [0.022, -0.012, -0.063], [-0.045, 0.016, 0.065], [0.087, -0.055, -0.009], [-0.062, 0.009, -0.011], [0.011, -0.009, 0.028], [0.002, 0.010, 0.004], [-0.009, -0.006, 0.002], [0.004, 0.004, -0.008], [0.002, 0.013, 0.008], [-0.023, 0.048, -0.026], [0.054, -0.016, -0.008]], "lowdin_charge": [1.048, -0.073, -0.094, -0.237, -0.001, -0.093, -0.066, -0.134, -0.054, -0.148, 0.078, -0.451, -0.164, -0.151, -0.034, -0.085, -0.093, -0.082, -0.025, -0.262, -0.254, 0.089, 0.056, 0.102, 0.121, 0.100, 0.107, 0.133, 0.105, 0.100, 0.099, 0.101, 0.112, -0.611, 0.988, -0.313, -0.229, -0.227, -0.303, 0.099, 0.093, 0.121, 0.115, 0.117, 0.115, 0.090, 0.093], "energy_ha": -1672.532131, "e_above_lowest_kj_mol": 0.0, "orbital_gap_ha": 0.293, "fmax_ev_per_a": 0.880, "spin_multiplicity": 1}